(1)
Here is 2 unconnected molecules or ions with the total composition C3H10N at a distorted geometry from OMol25. Energies are from wB97M-V/def2-TZVPD.

```
14
C3H10N | OMol25 | wB97M-V/def2-TZVPD
C -0.3631 -1.9350 -0.6699
N 1.0582 -2.1364 -0.4151
C -1.2130 3.1079 0.7111
C 1.8448 -1.2127 -0.0275
H -0.5304 -0.9479 -1.0921
H -1.9565 3.4092 -0.0310
H -1.6753 3.0812 1.6945
H -0.4448 3.8641 0.7839
H 1.4740 -3.0532 -0.5609
H 2.8353 -1.4334 0.3533
H -0.9488 -2.0114 0.2491
H -0.8508 2.1171 0.4517
H 1.5381 -0.1804 -0.0889
H -0.7678 -2.6692 -1.3584
```

Values from the calculation:
Net charge: +1
E_LUMO, eV: -5.680
ΔE to the lowest compared entry with this formula, charge and spin, kcal/mol: 33.5

Atom charges from the Löwdin analysis, given in e for atoms 1 to 8: C 0.00; N 0.02; C -0.04; C 0.20; H 0.11; H 0.02; H 0.02; H 0.02


(2)
Here is 10 unconnected molecules or ions with the total composition C32H63N6O14 at a distorted geometry from OMol25. Energies are from wB97M-V/def2-TZVPD.

```
115
C32H63N6O14 | OMol25 | wB97M-V/def2-TZVPD
C -19.0203 11.7175 17.9899
H -17.4732 11.0426 19.2983
H -15.6162 9.2893 15.5591
N -21.8235 8.5242 13.6374
H -17.3571 12.2107 21.6858
H -20.8526 10.3509 15.1654
H -25.9487 13.1300 15.7566
C -22.2986 7.5959 12.6133
H -21.5073 13.6542 20.6560
H -19.1052 9.1641 21.8175
H -14.8366 13.2136 17.9205
O -23.2312 7.1270 20.3916
H -22.8012 11.4467 15.5918
H -21.1978 9.0957 20.1299
C -18.1056 15.8468 17.7262
C -25.0802 13.7893 15.6791
H -18.0264 7.6701 17.4268
C -19.2937 17.7838 18.4714
O -21.9070 11.0990 23.6236
H -23.5237 13.3308 22.9441
C -21.1875 8.1001 19.6839
H -21.8243 11.7602 19.5970
H -16.6688 15.2087 25.0204
O -18.2080 12.4684 17.3937
H -25.3157 14.8355 15.8175
O -19.6748 18.8519 18.8225
H -15.2312 8.1442 23.7973
H -18.1985 4.7027 18.5776
H -17.2306 17.7792 17.7088
H -16.1339 7.6553 25.2142
O -18.0641 15.1044 22.9381
H -22.9545 12.6297 13.2586
C -17.7487 13.9195 22.9772
C -17.8627 6.7815 16.8105
H -24.5118 13.3238 16.4890
O -24.9723 14.0769 13.3602
O -21.0264 4.9723 16.9810
H -21.7994 13.7700 22.9283
C -22.5100 13.3227 20.9485
C -14.5279 11.1482 17.4355
H -16.8817 13.7692 25.9368
H -18.9931 10.8235 20.0099
H -22.0947 8.0279 11.6313
N -16.9681 13.4052 23.9615
H -22.4902 13.1106 16.1859
H -19.4503 14.8316 19.0738
C -17.8845 17.2069 18.3676
C -19.5091 15.5041 18.2054
H -19.4973 6.1639 15.6634
H -17.4873 17.2325 19.3809
H -23.5924 11.8546 19.8896
H -23.3861 7.6515 12.7088
O -19.9082 7.4209 14.1237
H -20.1988 7.7657 19.3918
C -20.6931 8.3274 14.3514
C -21.9093 7.1748 20.6625
C -20.3106 9.4139 15.3095
H -21.3803 12.3941 15.1956
H -19.2870 9.7515 15.1611
H -15.1064 9.1628 25.1604
C -15.4363 10.3349 15.2573
H -17.4097 15.1351 18.1664
H -19.0523 12.4494 22.2968
O -20.2645 11.7143 17.8242
C -19.9010 5.2952 17.3728
C -16.9429 9.3346 24.0384
O -22.2840 11.0451 21.4222
H -18.1673 7.6804 23.7517
C -16.3595 14.1704 25.0626
O -13.5882 10.3625 17.4750
H -17.0829 6.2302 17.3369
C -18.4961 10.7386 19.0423
H -14.5015 10.3412 14.7027
N -23.2413 12.9143 14.1757
C -22.2856 11.6378 22.6166
O -21.5201 6.5305 21.5949
C -22.5981 11.9141 20.3452
C -23.5464 7.7801 19.1586
H -21.9652 6.5670 12.6664
H -18.4703 13.3785 20.9860
H -17.5253 7.1145 15.8342
H -22.2866 8.9499 17.9979
H -19.9498 8.8692 23.2875
C -24.4016 13.5964 14.3377
H -16.3396 11.6085 16.6222
H -13.6442 12.4236 18.8939
H -18.4328 9.7080 18.6938
H -24.1627 7.1651 18.5057
C -22.1775 8.0000 18.5362
O -20.1902 16.7494 18.3152
H -20.5466 9.1826 16.3491
N -19.1249 6.0876 16.6063
N -15.4711 11.1121 16.4706
H -22.5122 9.1450 14.0227
H -19.1828 10.4412 23.0350
H -24.0216 8.7529 19.3011
H -20.0375 14.7898 17.5675
O -16.8178 10.5532 23.9970
N -17.9988 8.6466 23.5530
H -15.3060 13.9157 25.0767
H -23.1553 14.0121 20.4057
C -19.2147 4.3674 18.3624
C -15.8169 8.5270 24.6424
H -21.8780 7.2428 17.8097
H -18.1954 15.7027 16.6518
H -19.7615 4.2059 19.2870
H -15.3327 12.0611 19.2448
C -18.1405 12.9260 21.9213
H -16.3052 10.5174 14.6288
H -16.7550 12.4088 23.9094
C -22.5568 13.1381 22.4767
H -19.1495 3.4421 17.7925
C -19.0618 9.3780 22.8909
C -22.4626 12.4509 15.3240
C -14.6266 12.2820 18.4468
```

Values from the calculation:
Net charge: -1
E_LUMO, eV: 1.916

Atom charges from the Löwdin analysis, given in e for atoms 1 to 8: C -0.75; H 0.05; H 0.07; N 0.01; H 0.08; H 0.04; H 0.09; C -0.06


> Which of these has the highest E_LUMO?

C32H63N6O14